This record from the OMol25 dataset describes C5H8N2 as an isolated structure at a distorted geometry. The level of theory is the ωB97M-V functional and the def2-TZVPD basis.

Atoms and positions in Å:
H (-1.059, -1.331, -1.827)
C (-0.104, -1.659, -1.473)
N (1.230, 0.177, 0.427)
H (0.701, -1.193, -2.096)
H (0.043, -2.732, -1.492)
N (0.055, 0.790, 0.632)
C (-0.563, -1.305, 0.163)
H (-0.963, 2.476, 1.203)
C (0.843, -1.068, 0.162)
C (0.068, 2.173, 1.028)
H (0.498, 2.768, 0.221)
H (0.668, 2.298, 1.931)
H (1.614, -1.825, 0.096)
H (-2.016, 0.417, 0.583)
C (-1.015, 0.013, 0.442)

For the HOMO-LUMO gap, the calculation gives 8.942 eV. For the relative energy (zero: lowest compared OMol25 entry of this formula, charge and spin), the calculation gives 4.302 eV. As for the highest occupied orbital energy: -8.17 eV. Its net charge is 0.

Here are the Mulliken charges for atoms 1 to 5, given in e: atom 1 (H): 0.35, atom 2 (C): -0.96, atom 3 (N): -0.95, atom 4 (H): 0.34, atom 5 (H): 0.26